# 1
Entry from the OMol25 dataset: a cluster of 2 separate species, C4H6N2O2 in total at a distorted geometry (the ωB97M-V functional and the def2-TZVPD basis).

Calculated values
Electronic energy, eV: -11318.901
HOMO level, eV: -9.62
Structure (SMILES): C=C/N=C\O.N=C=O

Cartesian coordinates (Å):
C -1.208 0.833 0.124
C -0.537 -0.106 -0.491
N 0.553 -0.744 0.102
C 1.586 -0.197 0.556
O 1.917 1.103 0.450
H -2.004 1.220 -0.410
H -0.877 1.237 1.102
H -0.865 -0.226 -1.515
H 2.431 -0.837 0.947
H 1.279 1.729 0.048
N 0.147 -3.567 -0.447
C -0.430 -3.999 -1.369
O -0.891 -4.599 -2.221
H 0.054 -2.803 0.187



# 2
Entry from the OMol25 dataset: an isolated molecule of C4H6N2O2 at a distorted geometry (the ωB97M-V functional and the def2-TZVPD basis).

Calculated values
Electronic energy, eV: -11314.895
HOMO level, eV: -9.07
Structure (SMILES): O=C/C=N\NCC=O

Cartesian coordinates (Å):
O -2.501 -1.627 0.129
C -1.456 -1.086 -0.045
C -1.699 0.409 0.007
N -1.050 1.464 -0.075
N 0.341 1.379 -0.263
C 1.087 0.451 0.665
C 1.418 -0.787 -0.324
O 1.975 -1.746 -0.011
H -0.505 -1.800 -0.460
H -2.732 0.399 -0.140
H 0.943 2.327 -0.753
H 0.582 0.308 1.673
H 2.075 0.795 1.092
H 1.522 -0.485 -1.495



# 3
Entry from the OMol25 dataset: a structure of composition C4H6N2O2 at a distorted geometry (the ωB97M-V functional and the def2-TZVPD basis).

Calculated values
Electronic energy, eV: -11312.460
HOMO level, eV: -8.83

Cartesian coordinates (Å):
C 1.851 -0.420 0.245
C 0.251 1.185 -0.397
C -1.044 1.465 -0.067
C -1.612 0.189 -0.007
H 2.055 0.468 1.238
H 2.606 -0.089 -0.660
H 1.795 -1.700 0.576
H 1.092 1.716 -0.836
H -1.753 2.299 0.630
H -1.744 -1.772 -0.051
N 0.504 -0.284 -0.542
N -0.558 -0.850 0.276
O -2.690 -0.276 -0.034
O -0.753 -1.930 -0.369



# 4
Entry from the OMol25 dataset: an isolated molecule of C4H6N2O2 at a distorted geometry (the ωB97M-V functional and the def2-TZVPD basis).

Calculated values
Electronic energy, eV: -11316.574
HOMO level, eV: -9.17
Structure (SMILES): [H]/N=C1/NOC[C@@]12CO2

Cartesian coordinates (Å):
H 1.380 -1.232 1.605
N 0.493 -1.749 1.452
C -0.074 -1.021 0.601
N -1.260 -1.350 -0.028
O -1.098 -0.923 -1.365
C -0.551 0.385 -1.271
C 0.283 0.327 -0.038
C 0.710 1.466 0.666
O 1.695 0.612 0.018
H -1.512 -2.254 -0.168
H 0.009 0.668 -2.161
H -1.457 1.077 -1.221
H 0.701 2.403 0.124
H 0.682 1.591 1.787



# 5
Entry from the OMol25 dataset: a structure of composition C4H6N2O2 at a distorted geometry (the ωB97M-V functional and the def2-TZVPD basis).

Calculated values
Electronic energy, eV: -11316.503
HOMO level, eV: -8.79

Cartesian coordinates (Å):
C 0.922 -0.428 1.491
N 0.015 -0.293 0.378
N -1.428 0.385 -1.104
C -1.333 -0.868 0.336
C 0.086 0.544 -0.650
C 1.052 1.100 -1.359
O -2.252 0.140 0.047
O -1.635 -1.934 0.837
H -1.785 0.080 -2.006
H 0.639 0.287 2.268
H 0.856 -1.439 1.898
H 1.949 -0.258 1.164
H 0.826 1.832 -2.124
H 2.090 0.851 -1.176



# 6
Entry from the OMol25 dataset: a structure of composition C4H6N2O2 at a distorted geometry (the ωB97M-V functional and the def2-TZVPD basis).

Calculated values
Electronic energy, eV: -11317.101
HOMO level, eV: -8.60

Cartesian coordinates (Å):
C 0.811 -0.553 -0.707
C -0.115 1.622 0.843
C -0.301 -0.411 0.279
N -1.331 0.528 -0.252
C -0.573 -1.419 1.142
O 1.839 -1.278 -0.251
N 0.584 2.447 0.305
O 0.824 0.001 -1.783
H 2.546 -1.258 -0.915
H -1.310 0.698 -1.257
H -2.249 0.360 0.133
H 0.558 2.843 -0.626
H 0.174 -2.167 1.335
H -1.459 -1.411 1.756



# 7
Entry from the OMol25 dataset: a structure of composition C4H6N2O2 (the ωB97M-V functional and the def2-TZVPD basis).

Calculated values
Electronic energy, eV: -11317.352
HOMO level, eV: -7.34

Cartesian coordinates (Å):
C -0.264 0.582 1.877
C -0.157 0.329 -1.227
C -0.146 -1.248 -0.098
C -0.274 0.056 0.496
N 0.575 1.114 -2.024
O -1.181 0.804 -0.507
O 0.084 -2.380 0.563
N -0.163 -1.106 -1.407
H 0.313 -3.064 -0.084
H 0.633 2.097 -1.809
H 1.339 0.682 -2.518
H 0.376 -0.055 2.491
H -1.267 0.590 2.324
H 0.131 1.600 1.923



# 8
Entry from the OMol25 dataset: a structure of composition C4H6N2O2 at a distorted geometry (the ωB97M-V functional and the def2-TZVPD basis).

Calculated values
Electronic energy, eV: -11316.321
HOMO level, eV: -8.42

Cartesian coordinates (Å):
C 2.704 -0.015 0.147
C 0.411 -0.618 -0.150
C -1.575 -0.237 -0.107
C -1.112 1.010 0.051
H 3.831 -0.375 0.047
H 2.280 0.389 1.082
H 2.883 1.049 -0.455
H -3.237 0.353 0.255
H -3.037 -1.523 0.421
H -1.556 2.120 -0.383
N -0.642 -1.309 0.042
N -2.908 -0.578 -0.216
O 1.707 -1.061 -0.401
O 0.250 0.794 -0.331



# 9
Entry from the OMol25 dataset: an isolated molecule of C4H6N2O2 at a distorted geometry (the ωB97M-V functional and the def2-TZVPD basis).

Calculated values
Electronic energy, eV: -11315.240
HOMO level, eV: -8.51
Structure (SMILES): O[C@@H]1[C@@H]2NN=CO[C@@H]12

Cartesian coordinates (Å):
O 0.372 -0.835 2.395
C -0.328 0.038 1.623
C -0.892 -0.327 0.226
N -0.623 -1.195 -0.975
N -0.012 -0.331 -1.957
C 0.276 0.855 -1.716
O 0.620 1.454 -0.492
C 0.404 0.396 0.402
H 0.772 -0.241 3.058
H -0.896 0.789 2.165
H -1.768 0.225 -0.102
H 0.072 -1.953 -0.819
H 0.426 1.493 -2.625
H 1.143 -0.358 0.409



# 10
Entry from the OMol25 dataset: the ion C4H6N2O2P with charge -1 at a distorted geometry (the ωB97M-V functional and the def2-TZVPD basis).

Calculated values
Electronic energy, eV: -20610.608
HOMO level, eV: -3.93
Structure (SMILES): CP([O-])n1cncc1O
Net charge: -1

Cartesian coordinates (Å):
C -2.094 -0.880 0.452
P -1.573 0.478 -0.747
O -1.985 1.745 -0.087
N 0.346 0.418 -0.263
C 0.867 1.476 0.395
N 2.183 1.370 0.623
C 2.553 0.176 0.085
C 1.428 -0.418 -0.480
O 1.293 -1.535 -1.332
H -2.224 -1.882 0.056
H -1.730 -1.004 1.411
H -3.107 -0.675 0.746
H 0.223 2.325 0.770
H 3.535 -0.144 -0.065
H 0.286 -1.451 -1.564



# 11
Entry from the OMol25 dataset: the ion C4H6N2O2PS with charge -1 at a distorted geometry (the ωB97M-V functional and the def2-TZVPD basis).

Calculated values
Electronic energy, eV: -31441.682
HOMO level (alpha / beta), eV: -4.47 / -4.45
Net charge: -1

Cartesian coordinates (Å):
C 1.301 0.243 -1.402
C 1.718 -0.201 -0.272
C -0.912 0.528 0.032
C 3.125 -0.602 -0.070
N 1.030 -0.427 0.937
N -0.234 -0.068 0.938
O -2.977 0.265 1.778
O -3.475 1.825 -0.185
P -2.788 0.360 0.297
S -3.574 -1.020 -0.901
H 0.418 0.490 -2.061
H 3.666 -0.263 0.893
H 3.144 -1.662 0.226
H 3.888 -0.468 -0.849
H -0.701 -0.448 1.690
H -3.629 1.446 -1.050



# 12
Entry from the OMol25 dataset: an isolated molecule of C4H6N2O3 at a distorted geometry (the ωB97M-V functional and the def2-TZVPD basis).

Calculated values
Electronic energy, eV: -13360.975
HOMO level (alpha / beta), eV: -8.07 / -8.07

Cartesian coordinates (Å):
C -0.709 -1.223 1.948
C -1.580 -1.994 1.236
C 0.067 -0.144 0.024
C 0.584 1.077 -1.866
N 0.024 -0.247 1.331
N -2.012 -1.604 0.022
O -2.394 -2.363 -0.863
O 0.739 0.586 2.239
O 0.583 0.995 -0.449
H -0.508 -1.359 2.998
H -2.046 -2.853 1.709
H 0.673 2.131 -2.124
H -0.343 0.660 -2.269
H 1.425 0.516 -2.282
H 1.148 1.280 1.699



# 13
Entry from the OMol25 dataset: an isolated molecule of C4H6N2O3 at a distorted geometry (the ωB97M-V functional and the def2-TZVPD basis).

Calculated values
Electronic energy, eV: -13367.843
HOMO level, eV: -10.11
Structure (SMILES): O=C1NC[C@@H](C(=O)O)N1

Cartesian coordinates (Å):
O -0.962 2.482 1.150
C -0.553 1.427 0.554
N -1.155 0.919 -0.513
C -1.043 -0.531 -0.559
C 0.170 -0.740 0.389
C 1.316 -1.030 -0.656
O 1.157 -1.847 -1.597
O 2.506 -0.354 -0.422
N 0.465 0.532 1.035
H -1.907 1.621 -0.881
H -1.990 -1.111 -0.174
H -0.855 -0.862 -1.532
H 0.035 -1.656 1.015
H 2.195 0.436 0.144
H 0.619 0.714 2.046



# 14
Entry from the OMol25 dataset: an isolated molecule of C4H6N2O3S at a distorted geometry (the ωB97M-V functional and the def2-TZVPD basis).

Calculated values
Electronic energy, eV: -24198.935
HOMO level, eV: -8.49

Cartesian coordinates (Å):
C 1.146 0.205 -1.152
C 0.815 -1.268 -1.510
C -1.005 0.743 -0.334
C 2.103 -1.163 0.374
N -1.745 1.920 -0.004
N -1.275 -0.460 -0.106
O 0.102 1.104 -1.009
O 1.962 0.095 0.012
O 1.427 -1.967 -0.673
S -2.760 -0.994 0.566
H 1.703 0.669 -2.072
H 3.202 -1.621 0.263
H 1.911 -1.419 1.368
H -2.751 1.870 -0.060
H -1.423 2.820 -0.473
H -2.312 -2.305 0.743



# 15
Entry from the OMol25 dataset: an isolated molecule of C4H6N2O3S at a distorted geometry (the ωB97M-V functional and the def2-TZVPD basis).

Calculated values
Electronic energy, eV: -24201.543
HOMO level, eV: -10.78
Structure (SMILES): CS(=O)(=O)[C@H](C#N)C(N)=O

Cartesian coordinates (Å):
C 0.865 1.416 -0.379
S -0.859 1.159 0.041
O -1.702 2.230 -0.475
O -0.698 0.899 1.426
C -1.450 -0.431 -0.686
C -2.821 -0.667 -0.456
N -3.856 -1.017 -0.257
C -0.458 -1.619 -0.089
N -0.880 -2.067 1.108
O 0.584 -1.750 -0.618
H 1.589 0.734 0.038
H 1.031 1.397 -1.447
H 1.244 2.270 0.085
H -1.403 -0.311 -1.732
H -1.699 -1.788 1.566
H -0.235 -2.436 1.768



# 16
Entry from the OMol25 dataset: a structure of composition C4H6N2O4 at a distorted geometry (the ωB97M-V functional and the def2-TZVPD basis).

Calculated values
Electronic energy, eV: -15404.517
HOMO level, eV: -7.91

Cartesian coordinates (Å):
C 2.058 -1.165 0.554
C 1.026 -0.349 0.391
C -1.864 0.899 0.336
C -1.985 -0.251 -0.708
N 2.639 0.459 -0.885
N -0.696 -0.859 1.070
O 3.175 -0.693 -0.189
O 1.194 0.605 -0.509
O -1.294 0.236 1.389
O -1.335 -1.304 -0.088
H 2.410 -1.777 1.335
H -1.274 1.823 0.044
H -2.799 1.452 0.561
H -2.996 -0.588 -1.201
H -1.518 0.205 -1.625
H 3.260 1.307 -0.474



# 17
Entry from the OMol25 dataset: an isolated molecule of C4H6N2OS at a distorted geometry (the ωB97M-V functional and the def2-TZVPD basis).

Calculated values
Electronic energy, eV: -20105.823
HOMO level, eV: -9.05
Structure (SMILES): C=N/N=C\SCC=O

Cartesian coordinates (Å):
C -3.544 0.120 -0.327
N -2.317 -0.169 -0.395
N -1.557 0.812 0.278
C -0.346 0.433 0.419
S 0.370 -1.073 -0.155
C 2.045 -0.788 0.392
C 2.700 0.180 -0.555
O 2.659 1.391 -0.333
H -4.205 -0.525 -0.892
H -3.998 0.913 0.228
H 0.320 1.073 0.976
H 2.012 -0.377 1.369
H 2.560 -1.749 0.415
H 3.302 -0.240 -1.420



# 18
Entry from the OMol25 dataset: an isolated molecule of C4H6N2S at a distorted geometry (the ωB97M-V functional and the def2-TZVPD basis).

Calculated values
Electronic energy, eV: -18056.873
HOMO level (alpha / beta), eV: -6.76 / -6.76

Cartesian coordinates (Å):
C 0.143 1.247 -1.163
C -0.384 1.017 0.099
C 0.641 -1.109 -1.451
C -0.510 -0.542 1.943
N 0.639 0.104 -1.880
N -0.251 -0.230 0.528
S 0.854 -2.657 -1.361
H 0.443 2.121 -1.715
H -0.824 1.710 0.726
H -1.425 -0.116 2.359
H -0.806 -1.511 1.914
H 0.303 -0.414 2.655
H 1.178 0.378 -2.654